75
Properties=species:S:1:pos:R:3:forces:R:3 method="wB97M-V/def2-TZVPD" orbital_gap_ev=6.93 multiplicity=1 smiles="CC(C)(C)C1=CC(=CC(F)(F)F)C=C(C(C)(C)C)C1=O.COC(=O)[C@@H]1CCCN1C1=CCCCC1"
C 4.0315 1.1419 -4.3140 0.0 0.2 0.2
C 2.9324 0.1175 -4.0122 -0.2 -0.1 0.1
C 2.0101 0.0412 -5.2316 -0.1 0.1 0.0
C 3.5800 -1.2577 -3.8132 0.0 -0.2 0.3
C 2.1481 0.5396 -2.7449 -1.0 -0.4 -0.8
C 0.7792 0.6220 -2.7307 1.2 -0.6 -0.7
C 0.0549 1.1367 -1.6076 -3.5 -0.3 0.3
C -1.3755 1.1565 -1.5859 4.6 2.5 -2.5
C -2.1068 2.2421 -0.9083 -1.6 0.9 2.2
F -3.4621 1.9779 -0.9232 1.4 0.4 -0.2
F -1.7789 2.4015 0.4374 -0.4 -0.1 -1.5
F -1.9411 3.4880 -1.4705 -0.1 -1.4 0.3
C 0.8069 1.5714 -0.4786 1.5 0.4 0.9
C 2.1654 1.4438 -0.3873 -1.3 0.4 0.9
C 2.9157 1.9218 0.8764 -0.2 -0.1 -0.1
C 3.5170 0.7238 1.6210 0.1 -0.2 -0.1
C 1.9733 2.6571 1.8360 -0.1 0.0 0.0
C 4.0323 2.8938 0.4819 0.0 0.0 -0.2
C 2.8839 0.7656 -1.4785 2.1 -0.7 0.3
O 4.0591 0.3510 -1.3157 -2.2 0.9 -0.5
H 4.7421 1.1865 -3.4856 0.0 0.1 -0.2
H 4.5673 0.8666 -5.2316 -0.1 0.0 0.2
H 3.5801 2.1305 -4.4568 0.2 0.0 0.0
H 1.2461 -0.7351 -5.1057 0.1 0.1 -0.1
H 1.5215 1.0079 -5.4061 0.0 -0.2 0.0
H 2.5918 -0.2071 -6.1293 -0.1 0.0 0.3
H 2.8093 -2.0214 -3.6563 0.1 0.0 0.0
H 4.1633 -1.5270 -4.7037 -0.1 0.1 0.2
H 4.2388 -1.2336 -2.9404 -0.1 -0.1 -0.3
H 0.1958 0.3075 -3.6018 0.3 0.3 0.3
H -1.8636 0.9226 -2.5275 0.0 -0.2 0.2
H 0.2454 2.0038 0.3413 0.3 -0.1 -0.2
H 4.2275 0.2008 0.9726 -0.1 0.1 0.3
H 4.0318 1.0760 2.5247 -0.1 -0.1 -0.2
H 2.7236 0.0242 1.9193 0.2 0.1 0.0
H 1.5249 3.5314 1.3464 0.0 -0.2 0.2
H 1.1781 1.9979 2.2076 0.1 0.2 -0.1
H 2.5397 3.0117 2.7061 -0.1 -0.1 -0.2
H 3.5992 3.7513 -0.0483 0.2 -0.1 0.1
H 4.5453 3.2600 1.3800 -0.1 -0.1 -0.2
H 4.7575 2.3936 -0.1651 0.0 0.2 0.1
C -5.1459 1.3373 3.8085 -0.1 0.2 0.1
O -4.1069 0.3696 4.0394 -0.2 0.0 -0.6
C -3.4923 -0.0515 2.9152 -0.2 0.4 -1.2
O -3.7430 0.3659 1.7955 0.1 -0.3 1.8
C -2.4941 -1.1492 3.2236 -0.2 -0.3 -0.3
C -1.7567 -1.0137 4.5610 -0.5 0.2 0.1
C -0.3496 -1.5436 4.2984 0.5 -0.1 0.1
C -0.2571 -1.8339 2.7945 -0.4 -0.3 -0.2
N -1.4656 -1.2165 2.2051 1.2 0.6 0.3
C -1.8565 -1.7096 0.9388 -0.4 0.6 -2.0
C -2.0029 -0.8902 -0.1475 0.0 -1.5 3.0
C -2.6926 -1.3195 -1.3805 -0.4 -0.5 -0.7
C -2.8519 -2.8485 -1.5252 0.2 0.3 -0.1
C -3.1746 -3.5398 -0.2052 -0.1 0.0 0.2
C -2.1394 -3.1982 0.8633 0.2 0.0 -0.2
H -5.6999 1.3888 4.7457 0.0 0.0 -0.1
H -4.7010 2.3148 3.5759 -0.2 -0.3 0.0
H -5.8035 1.0263 2.9853 0.3 0.1 0.3
H -3.0898 -2.0892 3.2470 0.0 0.2 0.0
H -1.7385 0.0301 4.9008 -0.1 -0.3 -0.1
H -2.3029 -1.6125 5.2970 0.2 0.3 0.1
H 0.4065 -0.8113 4.5970 -0.1 -0.2 0.0
H -0.1779 -2.4657 4.8625 0.1 0.2 0.0
H 0.6541 -1.4329 2.3251 -0.3 0.0 0.1
H -0.2496 -2.9291 2.6402 0.0 0.3 0.0
H -1.7526 0.1627 -0.0049 -0.4 -0.9 0.5
H -3.6900 -0.8396 -1.3979 0.3 -0.1 0.0
H -2.1592 -0.9125 -2.2453 -0.2 -0.5 0.0
H -3.6259 -3.0657 -2.2684 0.1 0.0 0.1
H -1.9133 -3.2665 -1.9136 -0.1 0.1 0.0
H -4.1629 -3.2327 0.1592 0.1 0.0 -0.1
H -3.1913 -4.6255 -0.3472 -0.1 0.1 0.0
H -1.1959 -3.7171 0.6189 -0.2 0.0 0.2
H -2.4677 -3.5649 1.8476 0.1 0.0 -0.2

***

79
Properties=species:S:1:pos:R:3:forces:R:3 method="wB97M-V/def2-TZVPD" orbital_gap_ev=7.65 multiplicity=1 relative_energy_ev=0.7399 smiles="CC[C@H](C)NS(=O)(=O)F.c1cc[nH]c1.c1cc[nH]c1.c1cc[nH]c1.c1cc[nH]c1.c1cc[nH]c1.c1cc[nH]c1"
C 4.3236 -2.7843 -2.4201 -0.3 -0.3 -0.8
C 3.8915 -1.5610 -3.3078 -0.4 -0.5 0.4
C 2.4721 -0.9762 -2.9781 0.5 1.6 -0.9
C 2.6088 0.3101 -2.1076 -0.3 0.0 -0.1
N 1.5256 -1.9760 -2.4154 -1.9 0.0 0.3
S -0.0421 -1.6394 -3.0339 0.2 1.0 -4.1
O -0.0803 -2.1477 -4.4233 -0.3 0.4 3.3
O -0.4218 -0.2302 -2.9051 0.6 -3.0 1.1
F -1.0324 -2.6298 -2.1697 1.8 1.4 -1.0
H 3.6740 -2.9465 -1.5342 0.7 0.4 -0.3
H 4.2074 -3.7000 -3.0465 0.2 0.5 0.5
H 5.3931 -2.7193 -2.1502 -0.7 0.0 0.1
H 3.8894 -1.8837 -4.3699 0.1 0.3 0.6
H 4.6078 -0.7204 -3.1974 -0.5 -0.6 -0.1
H 2.0440 -0.6417 -3.9548 0.4 -0.1 0.6
H 3.0151 0.1003 -1.0941 -0.2 0.1 -0.7
H 1.6503 0.8678 -2.0177 0.5 -0.6 0.1
H 3.2897 1.0040 -2.6503 -0.3 -0.5 0.4
H 1.7035 -2.9170 -2.7770 0.1 0.2 0.1
C 0.4780 5.5222 -1.5544 -0.1 -0.1 0.1
C 1.3604 5.9126 -2.5935 0.1 0.0 -0.2
C 1.4769 4.8482 -3.4509 0.0 0.0 0.0
N 0.7019 3.8299 -2.9660 0.1 0.1 0.0
C 0.0859 4.2334 -1.8139 0.0 -0.1 0.1
H 0.1641 6.1181 -0.7116 0.0 -0.1 0.0
H 1.8536 6.8659 -2.7009 0.0 0.0 0.0
H 2.0430 4.7279 -4.3596 0.0 0.0 0.0
H 0.6003 2.9257 -3.3908 -0.1 0.0 0.0
H -0.5756 3.5701 -1.2799 -0.1 0.1 -0.1
C -3.2380 -2.6622 2.1620 0.2 0.0 0.1
C -4.3669 -2.2889 1.3890 -0.1 0.0 -0.1
C -4.0061 -2.3863 0.0672 0.0 0.0 0.0
N -2.7043 -2.7993 0.0148 -0.1 -0.1 0.0
C -2.2298 -2.9746 1.2852 0.0 0.1 -0.1
H -3.1725 -2.6995 3.2379 0.0 0.0 0.0
H -5.3332 -1.9845 1.7581 0.0 0.0 0.0
H -4.5625 -2.1968 -0.8359 0.0 0.0 0.0
H -2.1740 -2.9528 -0.8305 -0.4 0.0 0.5
H -1.2195 -3.3044 1.4559 0.0 0.0 0.0
C -1.0057 2.7567 3.5807 0.0 -0.2 -0.1
C -0.7593 4.1531 3.5894 0.0 0.1 -0.1
C -0.1563 4.4693 2.3987 0.0 0.0 0.0
N -0.0256 3.3162 1.6741 -0.1 0.0 0.1
C -0.5451 2.2682 2.3847 0.0 0.0 0.0
H -1.4691 2.1758 4.3617 0.0 0.0 0.0
H -0.9975 4.8479 4.3785 0.0 0.0 0.0
H 0.1908 5.4110 2.0066 0.0 0.0 0.0
H 0.3874 3.2498 0.7609 0.0 0.1 0.0
H -0.5413 1.2694 1.9801 0.0 0.0 0.0
C 2.2109 10.9219 -1.2685 0.0 0.0 -0.2
C 2.2528 10.4857 0.0799 0.0 -0.1 0.1
C 1.3787 9.4353 0.1969 0.0 0.0 0.0
N 0.8078 9.2242 -1.0288 0.1 0.1 0.0
C 1.3130 10.1226 -1.9290 0.0 0.0 0.0
H 2.7755 11.7293 -1.7060 0.0 0.0 0.0
H 2.8556 10.8945 0.8746 0.0 0.0 0.0
H 1.1141 8.8232 1.0434 0.0 0.0 0.0
H 0.1245 8.5186 -1.2360 0.0 0.0 0.0
H 0.9903 10.1162 -2.9570 0.0 0.0 0.0
C 1.6999 -6.8418 3.3063 0.1 0.1 0.0
C 0.5124 -7.0437 2.5572 -0.1 0.0 -0.1
C 0.1225 -5.8222 2.0720 0.0 0.0 0.0
N 1.0284 -4.8894 2.5038 0.0 -0.1 0.0
C 1.9957 -5.5036 3.2529 0.0 0.0 0.0
H 2.2736 -7.5926 3.8253 0.0 0.0 0.0
H 0.0012 -7.9783 2.3919 0.0 0.0 0.0
H -0.7177 -5.5372 1.4608 0.0 -0.1 0.0
H 0.9899 -3.9075 2.3027 0.0 0.0 0.0
H 2.8059 -4.9376 3.6822 0.0 0.0 0.0
C -3.7217 -7.7632 2.6825 0.1 0.1 0.0
C -4.9085 -7.9649 1.9340 -0.1 0.0 -0.1
C -5.2991 -6.7410 1.4515 0.0 0.0 0.0
N -4.3961 -5.8089 1.8833 0.0 -0.1 -0.1
C -3.4284 -6.4233 2.6298 0.0 0.1 0.0
H -3.1464 -8.5140 3.2004 0.0 0.0 0.0
H -5.4187 -8.9001 1.7673 0.0 0.0 0.0
H -6.1397 -6.4545 0.8411 0.0 0.0 0.0
H -4.4372 -4.8218 1.6819 0.1 0.0 0.0
H -2.6185 -5.8572 3.0593 0.0 0.0 0.0

***

80
Properties=species:S:1:pos:R:3:forces:R:3 method="wB97M-V/def2-TZVPD" orbital_gap_ev=6.77 multiplicity=1 total_charge=-1 relative_energy_ev=0.2092
Cd 0.3481 -0.4354 -0.1309 0.0 0.3 0.2
C -2.1103 1.5756 -0.4953 0.2 0.2 0.1
C -1.1393 1.0492 -1.3678 0.1 0.2 0.0
C 0.0870 1.7735 -1.1394 -0.1 0.2 0.0
C -0.1740 2.7366 -0.1386 -0.1 -0.1 -0.1
C -1.5168 2.6157 0.2447 0.0 -0.2 -0.1
H -3.1372 1.2452 -0.4269 0.0 0.0 0.0
H -1.3210 0.3767 -2.1937 0.0 -0.1 0.1
H 0.9599 1.7454 -1.7774 0.1 -0.1 0.0
H 0.5379 3.4635 0.2284 0.0 0.0 0.0
H -2.0176 3.2115 0.9947 0.0 0.0 0.0
I 6.1524 -6.8999 0.1772 0.0 0.0 0.0
C 5.2230 -5.0389 -0.0424 -0.1 0.0 0.0
C 5.5330 -4.2513 -1.1437 -0.1 0.1 0.0
C 4.9029 -3.0224 -1.2870 0.1 -0.1 0.0
C 3.9784 -2.5851 -0.3477 0.1 -0.1 0.1
C 3.6900 -3.3863 0.7468 0.0 0.0 0.0
C 4.3064 -4.6210 0.9103 0.0 0.1 -0.1
C 3.2719 -1.2632 -0.5591 -0.4 0.4 0.0
O 3.5017 -0.6473 -1.5956 0.0 0.1 0.1
O 2.4630 -0.9069 0.3827 0.2 -0.3 -0.4
H 6.2498 -4.5932 -1.8782 0.0 0.0 0.0
H 5.1161 -2.3790 -2.1319 0.0 0.0 0.0
H 2.9524 -3.0343 1.4526 0.1 0.0 0.0
H 4.0696 -5.2468 1.7601 0.0 0.0 0.0
C -1.7878 -2.4925 3.2742 -0.2 0.0 -0.1
Si -0.0795 -1.9616 3.7950 -0.1 0.1 -0.2
C -0.0681 -1.8223 5.6581 0.0 0.1 0.3
C 1.1045 -3.3338 3.4098 0.4 0.0 -0.1
As 0.3106 0.0644 2.6180 0.2 -0.1 0.4
Si 2.4027 0.8657 3.4277 -0.2 0.1 0.0
C 2.5252 0.6568 5.2823 0.0 0.0 0.2
C 2.4693 2.6914 3.0442 -0.1 0.2 -0.1
C 3.9759 0.1503 2.7697 0.1 -0.3 -0.2
Si -1.2361 1.4809 3.7315 0.0 0.0 -0.3
C -2.9071 1.0863 3.0073 -0.2 -0.1 -0.1
C -0.8530 3.2880 3.4600 0.2 0.2 -0.1
C -1.4119 1.3225 5.5857 0.0 -0.1 0.3
H -1.9489 -3.5344 3.5692 0.0 0.0 0.0
H -1.8988 -2.4243 2.1887 0.0 -0.1 0.1
H -2.5616 -1.8797 3.7413 0.0 0.0 0.0
H -0.1511 -2.8422 6.0516 0.0 0.1 0.0
H -0.9067 -1.2419 6.0401 0.0 -0.1 0.0
H 0.8495 -1.3838 6.0502 0.0 0.0 0.0
H 0.6400 -4.2471 3.7980 0.1 0.0 0.0
H 2.0685 -3.2017 3.9140 -0.1 0.0 -0.1
H 1.2586 -3.4497 2.3379 -0.1 0.0 0.1
H 1.6420 1.0114 5.8160 0.1 0.0 0.0
H 3.3912 1.2326 5.6284 0.0 0.0 0.0
H 2.6894 -0.3891 5.5529 0.0 0.1 0.0
H 1.9227 3.2850 3.7779 0.0 0.0 0.0
H 2.0514 2.9072 2.0574 0.1 0.0 0.0
H 3.5159 3.0104 3.0501 0.0 0.0 0.0
H 4.0891 -0.9169 2.9784 0.0 0.1 0.0
H 4.7745 0.6986 3.2831 0.0 -0.1 0.0
H 4.0696 0.2949 1.6956 0.0 0.0 0.0
H -2.8302 0.9035 1.9344 0.0 0.0 0.1
H -3.5738 1.9418 3.1628 0.0 -0.1 0.0
H -3.3604 0.2104 3.4764 0.0 0.0 0.0
H -0.3548 3.4813 2.5118 0.0 0.0 0.0
H -0.2334 3.6832 4.2687 0.0 0.0 0.0
H -1.8054 3.8284 3.4661 0.1 0.0 0.0
H -2.0496 0.4838 5.8705 0.0 0.1 0.0
H -1.8926 2.2464 5.9250 0.0 -0.1 0.0
H -0.4633 1.2217 6.1150 -0.1 0.0 0.0
O 2.1122 -3.2449 -2.8145 -0.1 0.0 0.0
C 1.5774 -4.4059 -2.3566 0.1 0.1 0.0
C 2.0421 -5.6469 -2.7848 0.0 0.0 0.0
C 1.4871 -6.8159 -2.2879 0.0 0.0 0.0
C 0.4735 -6.7604 -1.3412 0.0 0.1 0.0
C 0.0451 -5.5199 -0.8894 0.0 -0.1 0.0
C 0.5718 -4.3358 -1.3916 -0.1 -0.2 0.1
C 0.1222 -3.0311 -0.7971 -0.2 0.3 -0.3
O 0.0764 -2.9444 0.4482 0.0 0.0 0.1
O -0.1712 -2.0728 -1.5783 0.4 -0.5 0.1
H 2.9692 -3.4147 -3.2192 0.0 0.0 0.0
H 2.8514 -5.6872 -3.5066 0.0 0.0 0.0
H 1.8612 -7.7723 -2.6331 0.0 0.0 0.0
H 0.0374 -7.6694 -0.9468 0.0 0.0 0.0
H -0.7059 -5.4479 -0.1118 0.0 0.0 0.0